Record 1
Below is 2 unconnected molecules or ions with the total composition C2H2ClIO in a non-equilibrium geometry, with properties calculated with ωB97M-V/def2-TZVPD.

## Properties
* frontier orbital gap (spin up / spin down): 6.43 / 8.23 eV
* spin multiplicity: 3
* expectation value of S²: 2.009

Each line ends with the natural charge from an NBO analysis.
CARTESIAN COORDINATES (ANGSTROEM)
I1 1.41001 1.92594 -0.74557  0.1688
Cl1 1.97291 -1.35024 -0.91357  0.0906
O1 -1.24620 0.51512 0.78836  -0.4438
C1 0.88768 -0.11292 -1.10737  -0.4611
C2 -0.53142 -0.36747 0.62687  0.3008
H1 -0.32929 -1.16998 1.38432  0.1317
H2 0.12738 -0.24511 -1.90942  0.2131

Record 2
Below is a molecular structure, C7H12O2, with properties calculated with ωB97M-V/def2-TZVPD.

## Properties
* frontier orbital gap: 8.77 eV

Each line ends with the natural charge from an NBO analysis.
CARTESIAN COORDINATES (ANGSTROEM)
O1 0.59358 2.12343 0.93911  -0.6210
O2 -1.07564 2.04125 -0.57687  -0.7261
C1 -1.13907 -0.40192 1.76172  -0.6534
C2 0.04393 1.54331 0.03662  0.6470
C3 1.93050 -0.71938 -0.40049  -0.1709
C4 0.96834 -0.96674 0.56059  -0.2402
C5 -1.25462 -0.93192 -0.70552  -0.6528
C6 1.65871 0.05564 -1.54869  -0.5185
C7 -0.37441 -0.54167 0.46420  0.0495
H1 -1.81623 -1.82438 -0.40725  0.2204
H2 1.33290 -1.23543 1.54773  0.2143
H3 -1.97613 -0.15384 -0.94915  0.2370
H4 -0.70026 -1.19607 -1.60135  0.2137
H5 -2.02623 0.21812 1.62210  0.2213
H6 2.96613 -0.84104 -0.10240  0.2158
H7 0.82093 0.96098 -0.87387  0.1735
H8 -1.47790 -1.38452 2.10829  0.2190
H9 2.50065 0.51073 -2.05995  0.2257
H10 -1.29142 2.88243 -0.14038  0.4867
H11 0.84002 -0.18883 -2.21357  0.2278
H12 -0.52380 0.04985 2.53911  0.2313

Record 3
Below is 2 unconnected molecules or ions with the total composition C8H11NO3 in a non-equilibrium geometry, with properties calculated with ωB97M-V/def2-TZVPD.

## Properties
* frontier orbital gap: 8.45 eV
* SMILES: C[C@H]1COC(=O)O1.c1cc[nH]c1

Each line ends with the natural charge from an NBO analysis.
CARTESIAN COORDINATES (ANGSTROEM)
O1 -1.31618 -0.49622 0.49841  -0.4691
O2 -0.88763 -1.54952 -1.43582  -0.6021
O3 -2.82653 -0.48474 -1.14090  -0.4877
N1 2.14721 -1.14402 -0.97972  -0.5009
C1 -1.57818 -0.86701 -0.73873  0.9784
C2 -3.35461 0.45173 -0.18469  -0.0992
C3 2.19694 0.19893 -0.80690  -0.0837
C4 4.23734 -0.70862 -0.35474  -0.3177
C5 3.46115 0.48797 -0.34198  -0.3074
C6 3.37294 -1.70138 -0.77861  -0.0766
C7 -2.41267 0.24160 1.02218  0.0681
C8 -1.98803 1.52568 1.72962  -0.6279
H1 -2.98317 -0.32384 1.75862  0.1837
H2 5.30447 -0.70293 -0.22548  0.2188
H3 3.49098 -2.77270 -0.73786  0.2058
H4 -3.46699 1.41871 -0.67190  0.1946
H5 -4.34272 0.13324 0.14703  0.1947
H6 -2.85006 2.19470 1.75191  0.2215
H7 -1.45867 1.38760 2.66348  0.2338
H8 1.31453 -1.69906 -1.11119  0.4374
H9 1.37586 0.88206 -0.93054  0.2058
H10 -1.34462 2.07247 1.02683  0.2181
H11 3.90865 1.45536 -0.15901  0.2115

Values for energy relative to the best compared isomer or geometry (same formula, charge and spin), kcal per mole, ordered as above
16.8, 62.9, 11.9